(1)
{"formula": "C18H19N5O5", "method": "ωB97M-V/def2-TZVPD", "lumo_ev": 0.24, "orbital_gap_ev": 8.74, "relative_energy_kcal_mol": 0.0, "charge": 0, "species": ["C", "C", "O", "C", "O", "C", "C", "C", "C", "C", "C", "N", "C", "O", "C", "N", "C", "N", "C", "C", "C", "O", "N", "C", "C", "O", "N", "C", "H", "H", "H", "H", "H", "H", "H", "H", "H", "H", "H", "H", "H", "H", "H", "H", "H", "H", "H"], "coordinates": [[-1.76736, -3.93490, -0.35239], [-1.00467, -3.14520, -1.40400], [0.29589, -2.79063, -0.92301], [0.64088, -1.50872, -0.88214], [-0.12949, -0.61004, -1.18897], [2.03525, -1.30141, -0.44658], [2.84969, -2.41572, -0.22561], [4.16034, -2.27362, 0.17438], [4.68391, -1.00214, 0.36405], [3.90425, 0.11585, 0.15112], [2.57584, -0.01057, -0.25395], [1.76295, 1.09730, -0.45130], [1.99128, 2.38255, -0.09216], [3.05575, 2.86281, 0.21587], [0.73889, 3.28759, -0.09867], [-0.49668, 2.66120, -0.45753], [-1.26194, 2.87816, -1.54593], [-2.31673, 2.09793, -1.61265], [-2.23359, 1.31442, -0.51503], [-1.12052, 1.64848, 0.24074], [-0.74374, 0.93502, 1.42216], [0.21551, 1.15725, 2.13711], [-1.63039, -0.11283, 1.67532], [-1.34143, -0.95967, 2.82078], [-2.73219, -0.49011, 0.92065], [-3.38295, -1.47081, 1.21934], [-3.05571, 0.29230, -0.16384], [-4.18490, -0.05185, -0.99935], [-1.14413, -4.73673, 0.03533], [-2.65531, -4.36592, -0.80579], [-2.08102, -3.29585, 0.46875], [-1.54352, -2.23464, -1.68284], [-0.83758, -3.75614, -2.29741], [2.43042, -3.39780, -0.37576], [4.77323, -3.14631, 0.33911], [5.70934, -0.88123, 0.67920], [4.30816, 1.10241, 0.30458], [0.82940, 0.83384, -0.76900], [0.92947, 4.12528, -0.77449], [0.67091, 3.67741, 0.92338], [-1.02936, 3.62212, -2.28165], [-0.61680, -0.43789, 3.44180], [-2.26132, -1.14916, 3.37110], [-0.92362, -1.91263, 2.49225], [-4.96199, 0.70701, -0.90328], [-3.86123, -0.09660, -2.03823], [-4.56520, -1.01670, -0.66960]]}


(2)
{"formula": "C4H13N2O", "method": "ωB97M-V/def2-TZVPD", "lumo_ev": -3.01, "orbital_gap_ev": 11.93, "relative_energy_kcal_mol": 23.3, "charge": 1, "species": ["C", "C", "C", "N", "C", "N", "H", "H", "H", "H", "H", "H", "H", "H", "H", "H", "H", "H", "H", "O"], "coordinates": [[2.17712, 0.14248, 1.61524], [0.70582, 0.06973, 2.01418], [-0.24062, -0.70938, 1.10005], [-0.02075, 1.85025, -0.35467], [0.06765, 0.67961, -0.94784], [0.02099, -0.46103, -0.35233], [2.46307, -0.78338, 1.12032], [2.42161, 0.95041, 0.89918], [2.76641, 0.34202, 2.49179], [0.23797, 0.98715, 2.36624], [0.68029, -0.53837, 2.94616], [-1.25007, -0.35388, 1.31608], [-0.04883, -1.77086, 1.23296], [0.22964, 2.67833, -0.85694], [-0.28244, 1.96743, 0.61170], [0.29117, 0.71913, -2.01230], [0.08766, -1.32613, -0.87041], [-2.95238, -1.18569, -1.96038], [-2.28640, -2.15353, -2.95088], [-2.17523, -1.28889, -2.53711]]}


(3)
{"formula": "C3H2N3PS", "method": "ωB97M-V/def2-TZVPD", "lumo_ev": -1.64, "orbital_gap_ev": 7.81, "relative_energy_kcal_mol": 34.5, "charge": 0, "species": ["N", "C", "C", "P", "N", "N", "C", "S", "H", "H"], "coordinates": [[-1.75256, -2.05555, -2.32077], [-1.24964, -1.77995, -1.29864], [-0.44642, -1.33013, 0.29523], [0.67174, -2.81397, 0.47263], [1.94006, -1.93333, 0.08375], [1.74218, -0.63427, -0.17346], [0.51087, -0.26060, -0.06999], [0.01238, 1.37088, -0.34602], [-1.29487, -1.12190, 0.93118], [1.23323, 1.78594, -0.67214]]}


(4)
{"formula": "C3H4OS2", "method": "ωB97M-V/def2-TZVPD", "lumo_ev": 0.42, "orbital_gap_ev": 9.68, "relative_energy_kcal_mol": 25.1, "charge": 0, "species": ["O", "C", "S", "C", "C", "S", "H", "H", "H", "H"], "coordinates": [[-0.36067, -0.82067, -1.62624], [-0.12551, 0.12194, -0.96344], [0.32893, 1.75479, -1.52834], [-0.26708, 0.19905, 0.52045], [0.33191, -0.88345, 1.28497], [-1.52529, -1.02458, 1.15456], [0.32635, 1.58823, -2.85596], [-0.29484, 1.23127, 0.94886], [0.87860, -1.62577, 0.84429], [0.70763, -0.54082, 2.22087]]}


(5)
{"formula": "C16H26N4O2S", "method": "ωB97M-V/def2-TZVPD", "lumo_ev": 0.49, "orbital_gap_ev": 9.56, "relative_energy_kcal_mol": 460.1, "charge": 0, "species": ["C", "C", "H", "H", "C", "C", "N", "N", "C", "N", "C", "O", "C", "H", "H", "C", "C", "O", "N", "H", "C", "C", "H", "C", "C", "C", "C", "H", "C", "H", "H", "H", "H", "H", "H", "H", "H", "H", "H", "H", "H", "H", "H", "S", "H", "H", "H", "H", "H"], "coordinates": [[5.80926, -7.44889, 0.34407], [4.41567, -6.61988, 0.37947], [4.41448, -5.70719, -0.11920], [3.64379, -7.28834, -0.06222], [4.17191, -6.46043, 1.65367], [3.00574, -5.68214, 1.98491], [2.04807, -6.08837, 2.59488], [0.72270, -5.35467, 2.47410], [1.03255, -4.25756, 1.90912], [0.18551, -3.10460, 1.74012], [0.39814, -2.04177, 1.32253], [1.51807, -1.92667, 0.71947], [-0.61566, -0.99700, 0.87986], [-1.08308, -0.78777, 2.18217], [-1.53621, -1.50371, 0.42426], [-0.11781, 0.32851, 0.50792], [-1.34527, 1.26437, 0.02955], [-2.50492, 0.81836, 0.31306], [-1.30879, 2.43719, -0.34737], [-0.13122, 2.66223, -0.39028], [-2.17033, 3.29376, -0.82591], [-1.85503, 4.63708, 0.20587], [-1.81001, 4.40422, 1.17462], [-3.05966, 5.62181, 0.09803], [-3.40133, 6.42935, -1.26928], [-2.67721, 6.08165, -2.56937], [-2.92511, 4.62138, -3.00353], [-4.19090, 4.38511, -2.40217], [-1.94695, 3.53813, -2.23161], [-2.23649, 2.64263, -2.73373], [-1.16040, 3.78521, -2.52935], [-3.10586, 4.36250, -4.04106], [-2.99615, 6.70342, -3.32658], [-1.44475, 6.06154, -2.67263], [-4.10949, 6.92098, -1.42533], [-2.67283, 7.46883, -0.81249], [-3.34066, 6.11985, 0.74421], [-3.91227, 5.10612, 0.07751], [-1.05883, 5.18288, -0.29722], [-3.08263, 2.86782, -0.31897], [0.54314, 1.03267, 1.11304], [0.44234, 0.09439, -0.25846], [-0.65238, -3.36609, 2.17415], [2.84509, -4.05538, 1.26211], [4.93971, -5.98901, 2.34268], [4.00933, -7.22535, 2.36437], [6.05733, -7.63932, -0.81359], [6.67036, -6.80736, 0.60049], [5.57903, -8.52046, 0.83415]]}


(6)
{"formula": "C32H36BCl2N12SSiSn", "method": "ωB97M-V/def2-TZVPD", "multiplicity": 2, "lumo_ev": [0.52, -1.14], "orbital_gap_ev": [7.38, 6.30], "relative_energy_kcal_mol": 4.6, "charge": 0, "s_squared": 0.758, "species": ["Sn", "C", "C", "N", "N", "C", "B", "N", "C", "C", "C", "N", "N", "C", "C", "C", "N", "N", "C", "C", "C", "N", "H", "H", "H", "H", "H", "H", "H", "H", "H", "H", "H", "H", "Cl", "C", "C", "C", "C", "C", "Cl", "C", "S", "H", "H", "H", "C", "C", "C", "C", "C", "C", "N", "N", "Si", "C", "C", "C", "H", "H", "H", "H", "H", "H", "H", "H", "H", "H", "H", "H", "H", "H", "H", "N", "C", "C", "C", "N", "C", "C", "H", "H", "H", "H", "H", "H"], "coordinates": [[0.06638, 0.18859, 0.01478], [2.89364, 1.95515, 2.93046], [2.47493, 1.49750, 1.68220], [1.23308, 1.03580, 1.76242], [0.82577, 1.17763, 3.04395], [1.81557, 1.73432, 3.76009], [-0.62782, 0.85520, 3.47782], [-1.54731, 1.89975, 2.80762], [-2.26228, 2.94359, 3.27824], [-2.97266, 3.48595, 2.23495], [-2.61405, 2.70082, 1.13316], [-1.75687, 1.75353, 1.47925], [-1.05681, -0.56538, 2.99493], [-1.76630, -1.44641, 3.72086], [-2.04301, -2.54429, 2.93791], [-1.45320, -2.24936, 1.70918], [-0.86660, -1.05948, 1.75102], [-0.71771, 0.83254, 5.00341], [-1.65620, 1.27442, 5.88025], [-1.31831, 0.82456, 7.12914], [-0.13704, 0.08662, 6.92015], [0.21354, 0.08134, 5.64897], [3.84493, 2.38072, 3.19509], [3.00318, 1.46236, 0.74265], [1.69589, 1.93272, 4.81040], [-2.19520, 3.26456, 4.30096], [-3.64094, 4.32849, 2.26353], [-2.95007, 2.78793, 0.11672], [-2.02436, -1.24504, 4.74667], [-2.58825, -3.42811, 3.21756], [-1.41117, -2.84681, 0.81660], [-2.51282, 1.84212, 5.56931], [-1.83700, 1.01026, 8.05342], [0.45979, -0.45134, 7.64024], [-1.92402, 2.19872, -2.34040], [-0.70317, 3.25564, -2.98972], [-0.99945, 3.87545, -4.19210], [-0.07777, 4.72616, -4.77251], [1.13271, 4.94803, -4.14042], [1.41219, 4.31049, -2.94578], [2.95981, 4.62560, -2.21821], [0.51003, 3.43308, -2.31434], [0.97862, 2.68717, -0.80184], [-1.95633, 3.68926, -4.65992], [-0.30063, 5.21116, -5.71311], [1.87003, 5.61394, -4.56691], [1.87102, -2.21389, 3.42652], [2.33210, -2.47574, 2.02238], [3.24511, -3.47689, 1.74549], [3.58629, -3.70199, 0.41381], [3.04818, -2.91705, -0.57707], [2.16281, -1.87383, -0.21661], [1.80283, -1.71121, 1.05846], [1.60320, -1.00384, -1.10538], [2.05110, -0.93470, -2.79476], [3.91564, -0.95049, -2.99500], [1.35068, -2.37722, -3.76090], [1.39661, 0.61864, -3.54661], [2.47551, -2.77200, 4.14027], [0.83035, -2.52213, 3.55065], [1.92318, -1.15446, 3.67509], [3.66081, -4.07347, 2.54504], [4.27426, -4.49822, 0.15505], [3.29625, -3.08464, -1.61542], [4.30625, -1.94330, -3.22715], [4.40926, -0.60253, -2.08415], [4.20433, -0.27979, -3.80789], [1.61583, -3.33579, -3.30476], [1.74071, -2.37344, -4.78283], [0.26273, -2.32287, -3.81800], [1.93970, 1.48159, -3.16592], [0.33629, 0.76227, -3.32542], [1.51698, 0.59214, -4.63388], [-3.48594, -4.62881, -3.50591], [-2.77197, -3.59196, -2.96968], [-3.13020, -2.26204, -3.20230], [-2.42337, -1.25463, -2.57859], [-1.38625, -1.46608, -1.76485], [-1.02662, -2.74102, -1.57648], [-1.67500, -3.81924, -2.13401], [-4.14083, -4.43613, -4.24205], [-3.08473, -5.54919, -3.49738], [-3.95296, -2.01712, -3.86215], [-2.69918, -0.22166, -2.74623], [-0.15113, -2.89815, -0.95588], [-1.33047, -4.82631, -1.93421]]}